No. 1
Here is a molecular structure, C21H35GeN3O4Se4SiTe2W at a distorted geometry from the Open Molecules 2025 dataset. Energies are from the ωB97M-V functional and the def2-TZVPD basis.

Each line ends with the Löwdin charge.
Atoms and positions in Å:
W -0.040 -0.118 0.133  0.294
O -0.034 -2.758 5.689  0.134
C -0.792 -1.818 6.233  -0.498
O -1.034 -1.797 7.413  0.104
C -1.346 -0.758 5.339  -0.043
C -2.021 0.322 5.856  0.001
N -2.399 1.082 4.813  0.019
N -2.031 0.581 3.638  0.105
C -1.382 -0.536 3.935  -0.146
C -0.786 -1.333 2.842  -0.562
O -0.069 -2.294 3.071  -0.005
O -1.098 -0.951 1.633  -0.414
H 0.051 -2.632 4.714  0.066
H -2.241 0.570 6.879  0.140
H -2.897 1.956 4.834  0.164
Se 1.973 -1.374 1.316  0.165
Te 2.707 -0.002 -0.579  0.169
Te 4.300 -1.386 -2.127  0.036
Se -0.306 0.438 -2.216  0.298
C 3.177 3.733 -0.179  -0.230
Si 2.591 3.129 1.508  0.152
C 3.854 2.074 2.418  -0.219
C 2.092 4.613 2.534  -0.247
Se 0.559 2.066 1.316  0.272
H 3.804 4.620 -0.049  0.034
H 2.328 4.014 -0.800  0.027
H 3.758 2.995 -0.722  -0.003
H 3.827 2.301 3.486  0.033
H 4.869 2.263 2.052  0.040
H 3.647 1.014 2.316  -0.034
H 2.946 5.278 2.695  0.036
H 1.712 4.299 3.506  0.027
H 1.303 5.179 2.040  0.027
C -6.409 -3.670 -1.317  -0.106
C -5.347 -2.737 -0.751  -0.273
C -3.965 -3.376 -0.743  -0.280
C -2.873 -2.506 -0.137  -0.313
Ge -2.375 -0.842 -1.089  0.573
C -3.363 -0.479 -2.759  -0.384
C -3.259 -1.563 -3.825  -0.276
C -4.029 -1.201 -5.095  -0.258
C -5.536 -1.113 -4.882  -0.104
H -7.386 -3.188 -1.357  0.072
H -6.504 -4.569 -0.706  0.075
H -6.150 -3.985 -2.329  0.069
H -5.611 -2.447 0.271  0.116
H -5.332 -1.813 -1.335  0.083
H -3.693 -3.690 -1.755  0.095
H -4.015 -4.299 -0.156  0.120
H -1.945 -3.066 -0.005  0.065
H -3.168 -2.161 0.856  0.064
H -0.027 -1.701 -0.541  -0.079
H -2.998 0.470 -3.152  0.041
H -4.399 -0.313 -2.459  0.044
H -3.643 -2.513 -3.442  0.089
H -2.207 -1.726 -4.075  0.105
H -3.814 -1.953 -5.859  0.108
H -3.654 -0.249 -5.483  0.111
H -5.920 -2.031 -4.431  0.069
H -6.057 -0.964 -5.828  0.072
H -5.805 -0.281 -4.229  0.065
Se -2.737 1.020 0.401  0.792
C -3.060 2.374 -0.926  -0.588
C -2.076 3.282 -1.281  -0.140
C -2.401 4.266 -2.205  -0.133
N -3.599 4.392 -2.765  0.066
C -4.536 3.523 -2.401  -0.143
C -4.322 2.502 -1.488  -0.121
H -1.086 3.229 -0.848  0.042
H -1.652 4.988 -2.510  0.110
H -5.510 3.646 -2.861  0.107
H -5.125 1.826 -1.225  0.102

## Properties
- Energy relative to the best compared isomer or geometry (same formula, charge and spin): 222.66 kJ/mol
- LUMO level (spin up / spin down): -3.00 / -3.00 eV
- Electronic energy: -13861.77717 hartree

---

No. 2
Here is a molecular structure, C21H35IN10O5PdS2 at a distorted geometry from the Open Molecules 2025 dataset. Energies are from the ωB97M-V functional and the def2-TZVPD basis.

Each line ends with the Löwdin charge.
Atoms and positions in Å:
Pd 1.457 0.942 0.451  0.395
C -3.102 0.654 -1.260  -0.004
C -1.929 1.505 -0.891  -0.301
C -2.006 2.607 -0.088  -0.008
C -0.831 3.387 0.109  -0.346
N 0.326 3.057 -0.409  0.056
C 0.441 1.881 -1.119  -0.960
S 1.851 1.518 -2.013  0.560
N -0.735 1.178 -1.418  0.083
C -0.879 4.645 0.920  -0.033
H -3.795 0.569 -0.426  0.086
H -2.785 -0.343 -1.567  0.067
H -3.637 1.107 -2.097  0.094
H -2.947 2.908 0.352  0.106
H -0.652 0.403 -2.063  0.097
H -1.905 4.949 1.124  0.073
H -0.365 5.446 0.389  0.082
H -0.354 4.486 1.862  0.052
C -2.792 -0.572 3.561  -0.076
C -2.722 0.422 4.718  -0.401
C -3.262 1.786 4.291  -0.074
C -1.290 0.534 5.277  -0.111
N -0.369 1.135 4.335  -0.106
C 0.303 0.591 3.310  -0.133
N 0.910 1.555 2.662  -0.007
N 0.613 2.693 3.314  -0.005
N -0.149 2.458 4.317  0.067
H -3.818 -0.668 3.205  0.085
H -2.446 -1.563 3.863  0.084
H -2.181 -0.227 2.724  0.052
H -3.333 0.047 5.544  0.135
H -2.731 2.155 3.411  0.068
H -3.148 2.526 5.084  0.080
H -4.319 1.707 4.034  0.080
H -0.913 -0.452 5.547  0.129
H -1.287 1.168 6.162  0.127
H 0.341 -0.456 3.062  0.120
C -0.398 -2.187 -6.809  -0.115
C 0.604 -1.954 -5.690  -0.281
S -0.038 -2.601 -4.131  0.654
O -0.774 -3.813 -4.373  -0.299
O -0.732 -1.547 -3.429  -0.319
C 1.462 -3.054 -3.220  -0.190
C 1.084 -3.835 -1.964  -0.129
N 0.491 -2.975 -0.944  0.053
C 1.178 -2.033 -0.253  -0.315
N 0.361 -1.299 0.511  0.086
C -0.884 -1.783 0.300  -0.050
C -0.840 -2.821 -0.594  -0.161
N -1.918 -3.673 -0.940  -0.334
O -1.680 -4.786 -1.386  0.080
O -3.039 -3.226 -0.770  0.083
C 2.657 -1.911 -0.311  -0.013
H 0.055 -1.958 -7.772  0.080
H -1.280 -1.560 -6.682  0.084
H -0.720 -3.227 -6.810  0.072
H 0.810 -0.900 -5.507  0.106
H 1.537 -2.490 -5.867  0.096
H 2.023 -2.143 -3.014  0.100
H 2.011 -3.698 -3.908  0.110
H 1.972 -4.299 -1.535  0.128
H 0.376 -4.612 -2.228  0.108
H -1.755 -1.404 0.808  0.108
H 3.140 -2.883 -0.436  0.086
H 3.003 -1.440 0.608  0.072
H 2.954 -1.260 -1.134  0.056
N 3.542 2.896 0.691  0.161
C 4.294 1.865 1.086  -0.710
O 3.819 0.807 1.500  -0.067
C 5.792 2.051 1.001  -0.541
I 6.530 0.855 -0.621  0.761
H 2.524 2.694 0.604  0.029
H 3.920 3.715 0.252  0.108
H 6.274 1.676 1.896  0.048
H 6.088 3.075 0.796  0.039

## Properties
- Energy relative to the best compared isomer or geometry (same formula, charge and spin): 91.05 kJ/mol
- LUMO level: -0.27 eV
- Electronic energy: -2966.82847 hartree

---

Among the records above, which one has the highest electronic energy? C21H35IN10O5PdS2

---

Which of these has the highest electronic energy? C21H35IN10O5PdS2

---

The highest energy relative to the best compared isomer or geometry (same formula, charge and spin) belongs to which entry? C21H35GeN3O4Se4SiTe2W